Density functional theory data (wB97M-V/def2-TZVPD) for C2H3FGaO3 as an isolated structure.

Geometry (Å):
1 H -0.604 -2.203 0.665
2 O 1.227 -1.433 0.240
3 C 0.032 -1.334 0.430
4 C -0.695 -0.026 0.083
5 F -1.440 0.350 1.134
6 H -1.419 -0.265 -0.713
7 O 0.594 1.055 0.230
8 Ga 2.239 0.189 0.112
9 O -0.112 1.399 -0.930
10 H 0.179 2.269 -1.251

As for the total energy: -2326.5865 Ha. The charge is +3. The HOMO energy is -27.448 eV.

Here are the Mulliken charges for atoms 1 to 4, given in e: number 1, H, carries 0.480; number 2, O, carries -0.111; number 3, C, carries 0.141; number 4, C, carries 0.494



Density functional theory data (wB97M-V/def2-TZVPD) for C2H3FGdO as an isolated structure.

Geometry (Å):
1 C 1.272 1.402 -0.204
2 C 0.564 1.180 -1.322
3 H 1.010 2.115 0.581
4 F 2.394 0.756 0.041
5 H -0.287 1.837 -1.522
6 H 0.945 0.516 -2.103
7 O -2.090 -1.685 1.313
8 Gd -1.135 -0.585 -0.094

As for the total energy: -1018.3950 Ha. The charge is +1. Its expectation value of S² is 16.33. As for the spin multiplicity: 8. The HOMO energy (alpha / beta) is -14.686 / -13.546 eV.

Here are the Mulliken charges for atoms 1 to 4, given in e: number 1, C, carries 0.251; number 2, C, carries -1.290; number 3, H, carries 0.410; number 4, F, carries -0.171



Density functional theory data (wB97M-V/def2-TZVPD) for C2H3FHgO2P as an isolated structure.

Geometry (Å):
1 P 2.460 0.053 -0.440
2 F 1.656 -0.180 1.183
3 O -1.208 -1.332 -0.117
4 C -2.410 -0.713 -0.081
5 H -3.314 -1.337 -0.106
6 H 2.463 -1.319 -0.835
7 C -2.498 0.638 -0.007
8 O -1.389 1.410 -0.020
9 Hg 0.022 0.126 -0.013
10 H -3.475 1.135 0.070

As for the total energy: -823.0208 Ha. The charge is -1. The HOMO energy is -2.649 eV.

Here are the Mulliken charges for atoms 1 to 4, given in e: number 1, P, carries -0.081; number 2, F, carries -0.473; number 3, O, carries -0.869; number 4, C, carries -0.095



no.,F_max (eV Å⁻¹)
1,7.86
2,4.50
3,5.73